# 1
C63H44O11 | ωB97M-V/def2-TZVPD

Geometry (Å):
C -0.1222 0.2487 -0.6224
C -1.6469 4.3758 2.3362
C 4.2759 -5.1426 -7.1608
H -1.6651 0.2458 3.7475
H -1.4339 2.3347 2.9329
C -2.2316 2.5060 0.9486
H 3.7702 -2.2152 -0.7206
C 7.6631 -1.6173 1.5066
O 5.3475 -0.8607 1.2642
C -4.0935 -0.8622 3.7429
C -7.9339 -2.5999 4.3761
H -7.7479 -3.3288 2.3647
C 3.0339 -3.0399 -6.7108
H 0.7060 0.7429 -0.1305
C 6.4620 -5.5357 -6.2386
C -0.5950 8.2376 5.2548
H -5.5271 -2.3022 2.0093
O 6.2167 -1.8139 -4.3564
H 0.0411 1.4085 -2.4211
C -2.2672 1.3623 6.8873
O -0.7998 4.1277 4.5221
C -1.5534 -0.0154 -2.5283
C 2.8555 0.6591 -4.5946
H 2.4252 -3.5315 1.1679
C 5.3087 -3.4899 -5.7417
O 2.1278 -1.7811 2.1293
C -1.3561 8.6115 3.0042
H -0.8722 10.1777 4.3780
C 6.4514 -0.9591 2.1763
C -4.1338 0.0965 6.0631
H 7.3307 -6.1709 -6.1294
C -5.4424 -1.4496 3.9700
H 2.7943 1.5897 -4.0461
H -0.5374 -1.0237 1.0511
C -4.3779 -0.6908 -6.5400
C -1.9268 0.3952 -3.9090
C -1.9199 6.7252 1.4915
H 7.3665 -1.8826 0.4937
C 6.4239 -4.3063 -5.6042
C -3.4589 -0.1072 4.8578
C -3.7123 -1.3694 -3.9312
O -4.0040 -2.6020 -1.9435
C -1.0866 6.3646 3.8360
C -0.6675 6.8694 5.0601
H 4.8012 0.1588 -3.8366
C 5.3857 -5.9559 -7.0131
C -2.0351 5.2501 1.3185
C -7.3460 -1.8622 5.3890
H -3.0221 2.9832 -0.9905
H 1.3130 -2.4572 0.2925
O -3.5287 -0.9840 2.6755
H -5.2362 -2.8609 -4.0825
O -2.2095 7.4856 0.5924
C 2.9935 -1.7404 -5.9827
C -3.0301 -0.3404 -4.5851
C -3.5341 0.8365 7.0741
H 1.0587 -1.2436 -6.7468
C -0.9348 9.1087 4.2251
H 0.9272 0.8957 -5.5098
H -1.6250 9.2810 2.1996
O 3.6437 -1.2631 3.7126
H 7.4916 -3.6780 2.1310
H -7.8470 -1.7322 6.3377
H 8.4695 -0.8945 1.4001
H -4.6415 -0.4264 -7.5552
C -0.4904 0.6234 -1.9019
C -0.8210 -0.7497 0.0426
H 5.4155 -6.9199 -7.5030
C -1.5886 1.1483 5.6922
O 2.1175 -3.3859 -7.4257
C 2.2227 -2.4993 0.8757
C 3.4059 -1.5859 2.5734
H 4.7896 -2.8587 1.5431
O -1.3283 1.2901 -4.4703
C 5.2769 -2.1805 -5.0302
O -6.0825 -0.2958 7.3305
H 8.2774 -2.6614 3.3143
H -5.8272 -2.2691 -6.4096
C -4.7184 -2.0611 -4.5925
H -2.8452 0.8036 -6.3828
C -2.5297 4.7445 0.1220
H -0.4015 6.1856 5.8536
H -2.8331 5.4284 -0.6580
H 3.1555 -0.7909 0.1412
H -4.0664 0.9976 8.0007
C 4.2335 -3.9062 -6.5293
H 7.2545 -3.9727 -4.9986
H -0.5977 1.5573 5.5502
C 3.9789 -0.1400 -4.4715
H 3.4372 -5.4597 -7.7641
C 4.0545 -1.3405 -5.1664
H -2.4399 -2.1516 -0.0485
H -8.9027 -3.0543 4.5345
C 3.4229 -1.8457 0.2351
C -1.7412 3.0047 2.1421
H 6.1492 -1.4966 3.0717
C -5.4903 -0.4772 6.2879
C 1.8736 -0.9285 -6.1103
H 9.1390 -3.1647 1.8484
C -1.8877 -1.3830 -0.5704
H 6.6950 0.0624 2.4518
C -3.3719 0.0000 -5.8877
C -3.3810 -1.7401 -2.5251
C -6.1005 -1.2815 5.1901
C 4.3871 -1.8481 1.4137
H -2.3081 1.4367 0.8079
C 1.8048 0.2689 -5.4189
H -0.2719 8.6289 6.2101
C -1.4397 7.2394 2.8062
C -1.1457 4.8883 3.6420
C -2.1839 0.4155 4.6806
C -6.0407 -2.1829 2.9530
C -2.6323 3.3759 -0.0604
C -7.2837 -2.7562 3.1564
C -5.0471 -1.7251 -5.8944
C -2.2525 -1.0265 -1.8625
H -1.8036 1.9412 7.6745
C 8.1822 -2.8430 2.2473

Summary:
Multiplicity   1
Strongest force on any atom   1.3 eV/Å
Total energy   -88569.6449 eV
SMILES string   O=C1c2ccccc2C(=O)c2ccccc21.O=C1c2ccccc2C(=O)c2ccccc21.O=C1c2ccccc2C(=O)c2ccccc21.O=C1c2ccccc2C(=O)c2ccccc21.CCCO[C@@H]1CCOC1=O
Kohn-Sham gap   8.51 eV

These are the Löwdin partial charges, in e, on atoms 1 to 6:
1. C -0.065
2. C -0.076
3. C -0.003
4. H 0.109
5. H 0.095
6. C -0.045



# 2
C5H14N2O | ωB97M-V/def2-TZVPD

Geometry (Å):
H -1.1535 1.2123 -1.0996
H 2.7363 -1.0461 -0.0379
C -2.1202 1.2404 -0.5575
H -2.5974 -0.8045 -1.1435
H 4.4074 -0.7027 -0.4043
H -0.4032 0.0166 1.7400
H -1.8648 1.7717 0.3639
H 3.2057 0.3051 -1.1022
H -0.6270 -1.7748 0.0720
N 3.6547 0.7028 0.9069
H -2.8839 1.7633 -1.1281
C 3.4719 -0.2284 -0.1451
H 0.8962 -0.6526 -1.5007
H -3.6441 -0.0669 0.9522
C -0.6326 -0.7402 -0.3009
C -2.0955 -0.2827 -0.2987
O -2.7045 -0.4189 1.0636
H 4.6822 0.5649 1.1103
H 0.1494 1.1601 0.4881
C 0.1925 0.0920 0.8120
N -0.1498 -0.5279 -1.5941
H 1.3012 -0.1061 0.9329

Summary:
Multiplicity   2
Net charge   +1
Strongest force on any atom   3.0 eV/Å
Total energy   -10424.8456 eV
Kohn-Sham gap (spin up / spin down)   4.10 / 5.88 eV
Energy above the lowest of the compared OMol25 structures with the same formula, charge and spin   707.9 kJ/mol

These are the Löwdin partial charges, in e, on atoms 1 to 6:
1. H 0.081
2. H 0.058
3. C 0.018
4. H 0.173
5. H 0.067
6. H 0.111



# 3
C3H7INO | ωB97M-V/def2-TZVPD

Geometry (Å):
H 0.1250 -1.2245 -1.3185
O -1.8558 1.1503 0.4584
C 0.6826 -1.0860 0.8182
H 1.4700 0.8201 0.3697
H 1.9152 -1.0787 -1.0487
H -0.3662 2.3978 0.1546
C 0.9219 -0.9536 -0.6382
N 0.6813 0.2070 0.1867
H -0.7989 1.3369 -1.3208
C -0.8519 1.5136 -0.2494
I -3.1694 -0.3249 -0.0573
H 1.5139 -1.2942 1.4800
H -0.2677 -1.4637 1.1654

Summary:
Multiplicity   1
Net charge   +1
Strongest force on any atom   2.9 eV/Å
Total energy   -14852.7249 eV
Kohn-Sham gap   8.54 eV
Energy above the lowest of the compared OMol25 structures with the same formula, charge and spin   258.0 kJ/mol

These are the Löwdin partial charges, in e, on atoms 1 to 6:
1. H 0.109
2. O -0.609
3. C -0.089
4. H 0.150
5. H 0.125
6. H 0.132



# 4
CNO4S | ωB97M-V/def2-TZVPD

Geometry (Å):
N -1.3160 0.3473 0.1374
O 1.4809 -1.5552 -0.6874
S 2.0597 0.7120 0.5570
O -1.1695 -0.3226 1.1413
O -2.2982 0.9108 -0.1780
O -0.3195 0.3915 -0.7330
C 1.5626 -0.4839 -0.2373

Summary:
Multiplicity   1
Net charge   -1
Strongest force on any atom   5.1 eV/Å
Total energy   -21550.4357 eV
Kohn-Sham gap   8.04 eV
Energy above the lowest of the compared OMol25 structures with the same formula, charge and spin   294.6 kJ/mol

These are the Löwdin partial charges, in e, on atoms 1 to 6:
1. N -0.616
2. O 0.059
3. S 0.743
4. O -0.029
5. O 0.008
6. O -0.198



# 5
C5H10O | ωB97M-V/def2-TZVPD

Geometry (Å):
H -0.8827 -2.0063 -1.6549
C -0.6931 0.3169 -0.0675
H -0.0501 2.3518 -0.5015
H -1.0986 -0.2192 0.8006
H -1.5312 0.4492 -0.7650
H 0.2373 0.6107 2.4512
H -0.9240 2.1840 1.0443
C 0.4075 -0.5202 -0.7198
H 0.7834 -2.5515 -1.3905
H -0.3359 -2.4342 -0.0253
H 1.2917 -0.5208 -0.0730
O 1.0787 1.6380 1.0246
C -0.2206 1.6999 0.3586
H 0.7181 -0.0465 -1.6604
C 1.2520 1.0066 2.1443
C -0.0324 -1.9585 -0.9657

Summary:
Multiplicity   1
Strongest force on any atom   0.5 eV/Å
Total energy   -7391.3992 eV
Kohn-Sham gap   9.25 eV
Energy above the lowest of the compared OMol25 structures with the same formula, charge and spin   324.8 kJ/mol

These are the Löwdin partial charges, in e, on atoms 1 to 6:
1. H 0.073
2. C -0.210
3. H 0.125
4. H 0.107
5. H 0.123
6. H 0.011



# 6
C28H50ClIN11NbO3PS | ωB97M-V/def2-TZVPD

Geometry (Å):
N 0.3721 6.1045 -1.8450
C 3.5773 0.7071 1.1883
C -4.9683 -0.9469 0.0852
H 3.0347 -2.4207 2.1919
H 3.3936 -2.6241 -2.5788
C 8.5814 -2.3611 -4.0220
H -2.8782 7.3723 0.5805
N 5.8453 -3.9666 -4.0647
C 4.0103 -3.4737 -2.2831
H -4.1328 6.1686 0.8569
H -4.6165 -1.8455 1.9447
H 7.2425 -0.2531 0.3426
H -1.2642 8.4240 -3.2339
H 7.5238 -2.4843 -3.7921
H -5.1380 -4.9902 -3.7818
H 2.1555 -3.9958 2.3957
N 5.9410 -3.0854 0.9155
C -3.4345 -5.2881 -2.5667
H -3.0578 6.0119 -0.5267
H -1.4449 -2.7252 -0.9995
H -0.6763 -3.9260 2.7299
N 0.6174 9.9732 0.6309
N -2.5597 -5.9323 -2.1971
C -4.5450 -4.4654 -3.0320
H -3.0341 -2.8796 -0.5846
I -1.6997 -0.2405 3.7870
H -4.1955 -3.5363 -3.4828
H 2.1772 -3.8822 -0.3058
H -1.2067 0.5496 -0.7973
C 0.3600 2.4323 -0.0394
C -3.4078 0.0639 7.7277
C 6.5170 -2.2375 0.3974
P -1.9801 -3.6613 2.2254
C -0.5067 6.7253 -2.2403
H -7.3432 -3.4424 -1.8699
Cl -5.2207 0.6562 -0.7094
C 5.0374 -3.7492 -3.2771
H -2.2832 7.8206 -1.9347
O -0.2936 3.4905 -0.7686
S -3.2386 -3.8103 3.7481
H 3.8546 1.7593 1.2492
H -2.2075 6.9561 -3.4656
C 3.2231 0.3344 -0.1716
H 3.3112 8.3157 0.8464
C 2.7662 -3.3787 1.7354
H 4.4196 0.1173 1.5518
H -1.2031 2.4682 1.4590
H 8.9645 -3.3375 -4.3141
C 9.3126 -1.8200 -2.8880
H 2.4041 -2.1439 -0.0109
H 0.7089 -1.3335 2.0079
C 7.2454 -1.1621 -0.2591
C -2.1795 5.5264 1.3240
H -4.3609 -0.0865 1.9299
C -4.2168 -1.0112 1.3583
H 0.8495 1.7321 -0.7288
N -1.4409 4.9009 1.9376
H -6.8461 -3.1718 -3.5314
C 2.2780 8.0008 0.9896
H 1.1504 2.9070 0.5708
C -3.1056 6.3073 0.5212
H 6.8032 -0.9139 -1.2244
H 4.4469 -3.2390 -1.3122
H 3.7070 -3.8857 1.5170
H 2.0805 7.1898 0.2877
H 2.1980 7.5896 1.9952
H 2.7400 0.5436 1.8683
H -8.4731 -2.7531 -3.0230
C -8.1340 -4.8250 -3.2630
C -4.7319 -0.1765 7.1754
O 0.6300 -2.9039 0.6257
N -2.2719 -2.2082 -0.6948
H 0.6753 -0.8339 0.2431
C -1.6182 7.5188 -2.7421
Nb -1.9556 -1.2820 1.1409
C 0.3230 -1.5515 0.9997
H -5.2123 -1.0263 7.6591
C -7.6784 -3.4890 -2.9064
H 8.6547 -1.7070 -4.8907
N -8.4915 -5.8788 -3.5440
N 9.8780 -1.3927 -1.9845
O -5.4128 -1.9046 -0.4005
H 3.3489 -4.3281 -2.1496
H -2.5714 1.2606 0.0300
C -0.6127 1.6886 0.9400
H 0.4368 4.0786 -1.0024
N -2.3583 0.2507 8.1522
H -5.3781 0.6908 7.3079
N 2.9465 0.0355 -1.2450
C 1.3508 9.1044 0.7890
H 0.0463 1.1766 1.6464
H -2.2145 -4.6748 1.2506
H -4.6761 -0.3912 6.1076
H -5.2108 -4.1943 -2.2155
C -1.6143 0.7548 0.2066
H 8.2845 -1.4323 -0.4380
C 2.0239 -3.0759 0.4187

Summary:
Multiplicity   1
Net charge   -1
Strongest force on any atom   3.8 eV/Å
Total energy   -94675.2827 eV
Kohn-Sham gap   5.96 eV

These are the Löwdin partial charges, in e, on atoms 1 to 6:
1. N 0.166
2. C -0.053
3. C -0.951
4. H 0.058
5. H 0.082
6. C -0.074